{"formula": "C6H9N", "method": "ωB97M-V/def2-TZVPD", "e_above_lowest_kcal_mol": 94.0, "homo_lumo_gap_ev": 9.675, "e_tot_ha": -288.632280, "smiles": "C[C@]12C[C@H]1[C@H]1N[C@H]12", "charge": 0, "homo_ev": -8.59, "species": ["C", "C", "C", "C", "C", "N", "C", "H", "H", "H", "H", "H", "H", "H", "H", "H"], "positions_angstrom": [[-1.594, 0.923, 0.734], [-0.424, 0.307, 0.014], [-0.445, -0.317, -1.334], [-0.008, -1.142, -0.138], [1.419, -0.791, 0.429], [2.150, 0.182, -0.393], [1.036, 0.615, 0.445], [-1.445, 0.903, 1.821], [-2.522, 0.382, 0.519], [-1.742, 1.970, 0.440], [-1.442, -0.559, -1.702], [0.244, 0.002, -2.113], [-0.548, -2.034, 0.163], [2.016, -1.385, 1.099], [2.010, -0.338, -1.242], [1.294, 1.282, 1.257]], "forces_ev_per_angstrom": [[0.029, -0.040, -0.016], [-0.041, 0.021, -0.001], [0.094, -0.002, -0.134], [0.013, -0.324, 0.177], [0.035, -0.362, 0.641], [0.200, -1.175, 0.329], [-0.030, 0.282, 0.397], [0.012, -0.024, -0.178], [0.169, 0.049, -0.014], [0.069, -0.168, 0.010], [0.253, -0.043, 0.095], [-0.102, -0.068, 0.085], [0.003, 0.164, -0.047], [-0.333, -0.156, 0.385], [-0.373, 1.491, -1.390], [0.002, 0.356, -0.336]], "lowdin_charge": [-0.03, -0.38, -0.05, -0.12, -0.22, 0.07, -0.19, 0.08, 0.08, 0.08, 0.11, 0.10, 0.13, 0.13, 0.08, 0.14]}

{"formula": "C6H9N", "method": "ωB97M-V/def2-TZVPD", "e_above_lowest_kcal_mol": 54.6, "homo_lumo_gap_ev": 9.180, "e_tot_ha": -288.695005, "charge": 0, "homo_ev": -8.23, "species": ["C", "C", "C", "C", "C", "C", "N", "H", "H", "H", "H", "H", "H", "H", "H", "H"], "positions_angstrom": [[-1.103, 1.006, 1.161], [1.193, 0.510, 1.470], [0.214, 0.867, 0.355], [0.194, -0.306, -0.609], [-0.416, -0.335, -1.976], [0.900, -1.273, -0.022], [1.444, -0.765, 1.198], [-1.082, 1.928, 1.748], [-1.982, 1.009, 0.512], [-1.199, 0.173, 1.867], [0.436, 1.822, -0.135], [-0.296, -1.316, -2.446], [0.074, 0.399, -2.629], [-1.484, -0.088, -1.967], [1.115, -2.284, -0.347], [1.990, -1.345, 1.820]], "forces_ev_per_angstrom": [[-0.188, 0.038, 0.009], [-0.043, -0.427, -0.280], [0.058, 0.086, -0.009], [0.107, -0.138, 0.164], [-0.051, 0.009, -0.001], [-0.067, 0.120, -0.149], [0.109, 0.189, 0.186], [-0.017, -0.156, -0.121], [0.115, 0.051, -0.016], [-0.041, 0.100, -0.183], [0.039, -0.147, 0.117], [-0.045, 0.139, 0.129], [-0.083, -0.073, 0.152], [0.127, -0.021, 0.074], [-0.016, 0.132, 0.048], [-0.004, 0.099, -0.120]], "lowdin_charge": [-0.08, -0.03, -0.35, -0.26, -0.05, -0.06, -0.02, 0.08, 0.07, 0.08, 0.14, 0.08, 0.08, 0.08, 0.12, 0.12]}

{"formula": "C6H9N", "method": "ωB97M-V/def2-TZVPD", "e_above_lowest_kcal_mol": 88.7, "homo_lumo_gap_ev": 10.137, "e_tot_ha": -288.640715, "smiles": "C[C@]12[C@@H]3CN1C[C@@H]32", "charge": 0, "homo_ev": -9.02, "species": ["C", "C", "C", "C", "N", "C", "C", "H", "H", "H", "H", "H", "H", "H", "H", "H"], "positions_angstrom": [[-0.816, -0.371, -1.781], [-0.130, -0.253, -0.463], [0.217, -1.024, 0.766], [1.592, -0.418, 0.720], [1.038, 0.692, -0.133], [-0.053, 1.447, 0.760], [-0.768, 0.144, 0.836], [-0.272, -0.928, -2.549], [-1.001, 0.641, -2.164], [-1.788, -0.845, -1.617], [-0.120, -2.015, 1.051], [2.082, -0.055, 1.626], [2.282, -1.068, 0.159], [-0.409, 2.117, -0.025], [-0.029, 2.065, 1.687], [-1.749, -0.066, 1.244]], "forces_ev_per_angstrom": [[-0.005, -0.063, -0.019], [-0.460, -0.084, -0.166], [0.016, -0.260, 0.157], [0.058, 0.140, 0.314], [-0.175, 0.509, 0.364], [0.332, -0.095, -0.179], [-0.454, -0.008, -0.005], [0.050, 0.049, 0.180], [0.014, -0.178, 0.034], [0.116, -0.017, -0.145], [0.113, 0.103, -0.026], [-0.072, -0.117, 0.101], [-0.180, 0.512, -0.028], [-0.575, -0.091, 0.198], [1.365, -0.464, -0.367], [-0.145, 0.064, -0.413]], "lowdin_charge": [-0.01, -0.39, -0.14, -0.14, 0.01, -0.10, -0.17, 0.08, 0.08, 0.08, 0.13, 0.11, 0.12, 0.10, 0.11, 0.13]}

{"formula": "C6H9N", "method": "ωB97M-V/def2-TZVPD", "e_above_lowest_kcal_mol": 100.8, "homo_lumo_gap_ev": 8.419, "e_tot_ha": -288.621424, "charge": 0, "homo_ev": -7.49, "species": ["C", "N", "C", "C", "C", "C", "C", "H", "H", "H", "H", "H", "H", "H", "H", "H"], "positions_angstrom": [[-1.709, -0.068, 1.215], [-1.110, 0.518, 0.050], [-0.118, 1.460, 0.038], [1.787, 0.195, -0.514], [0.855, -1.032, -0.595], [-0.394, -0.207, -0.998], [0.566, 1.020, -1.064], [-0.981, -0.614, 1.829], [-2.474, -0.769, 0.890], [-2.167, 0.681, 1.864], [0.144, 2.130, 0.851], [2.126, 0.429, 0.509], [0.786, -1.676, 0.289], [1.109, -1.656, -1.454], [-1.017, -0.609, -1.805], [2.674, 0.149, -1.136]], "forces_ev_per_angstrom": [[-0.237, -0.141, 0.211], [-0.102, 0.089, 0.052], [-0.282, 0.106, 0.221], [0.430, -0.085, -0.185], [0.114, -0.186, 0.090], [-0.103, -0.212, -0.188], [0.503, 0.131, 0.232], [0.034, -0.047, -0.078], [-0.128, -0.032, 0.091], [-0.047, 0.091, -0.194], [-0.063, -0.002, 0.073], [-0.252, 0.100, -0.382], [-0.080, 0.134, -0.031], [0.016, 0.040, 0.099], [0.125, 0.111, 0.200], [0.071, -0.096, -0.210]], "lowdin_charge": [-0.06, -0.11, -0.09, -0.14, -0.13, -0.24, -0.13, 0.08, 0.09, 0.09, 0.13, 0.10, 0.10, 0.11, 0.13, 0.08]}

{"formula": "C6H9N", "method": "ωB97M-V/def2-TZVPD", "e_above_lowest_kcal_mol": 124.0, "homo_lumo_gap_ev": 8.414, "e_tot_ha": -288.584508, "charge": 0, "homo_ev": -7.48, "species": ["C", "C", "C", "C", "C", "C", "N", "H", "H", "H", "H", "H", "H", "H", "H", "H"], "positions_angstrom": [[-1.114, 0.599, -2.241], [0.152, 0.712, -1.696], [0.286, -0.898, 0.715], [-1.839, 0.825, -0.940], [-0.450, 0.866, -0.360], [1.648, -1.292, 0.442], [-0.575, -1.265, 1.524], [-1.491, 0.469, -3.228], [1.086, 0.443, -2.128], [-2.351, 1.820, -0.926], [-2.702, -0.014, -0.678], [-0.086, 1.671, 0.353], [1.755, -1.067, -0.661], [1.957, -2.265, 0.641], [2.387, -0.645, 0.860], [-0.446, -1.884, 2.308]], "forces_ev_per_angstrom": [[1.951, 0.455, 0.435], [-3.563, -0.698, -1.265], [-2.918, 2.460, 0.343], [-2.891, -0.952, -0.198], [3.485, -1.903, 3.381], [0.660, 1.944, -3.106], [-0.799, 0.906, -0.078], [-0.137, -0.251, -0.635], [0.769, 0.447, -0.006], [0.248, -0.731, 0.244], [2.606, 1.993, -0.213], [-0.672, -1.033, -0.769], [0.255, -0.713, 0.917], [0.003, -1.945, 0.446], [0.312, 0.788, 0.682], [0.691, -0.766, -0.179]], "lowdin_charge": [-0.10, -0.10, -0.26, -0.20, -0.17, -0.07, 0.10, 0.08, 0.08, 0.10, 0.16, 0.12, 0.08, 0.06, 0.08, 0.05]}

{"formula": "C6H9N", "method": "ωB97M-V/def2-TZVPD", "e_above_lowest_kcal_mol": 76.7, "homo_lumo_gap_ev": 7.661, "e_tot_ha": -288.659815, "charge": 0, "homo_ev": -7.14, "species": ["C", "C", "C", "C", "C", "C", "N", "H", "H", "H", "H", "H", "H", "H", "H", "H"], "positions_angstrom": [[1.795, -0.517, -0.476], [0.606, 0.172, 0.102], [-0.703, -0.410, 0.577], [-1.542, 0.733, 1.136], [-1.435, -1.111, -0.581], [-0.750, 1.808, 0.928], [0.522, 1.447, 0.310], [2.453, -0.872, 0.326], [1.481, -1.394, -1.049], [2.382, 0.137, -1.129], [-0.486, -1.157, 1.357], [-1.667, -0.386, -1.369], [-2.380, -1.506, -0.204], [-0.854, -1.932, -1.017], [-0.880, 2.869, 1.118], [1.261, 2.100, 0.065]], "forces_ev_per_angstrom": [[-0.006, -0.013, -0.030], [-0.131, 0.213, 0.087], [0.070, -0.109, -0.035], [0.423, 0.209, -0.133], [-0.045, -0.083, -0.100], [-0.197, 0.056, 0.110], [0.112, -0.265, -0.092], [-0.117, 0.037, -0.074], [0.027, 0.134, 0.073], [-0.095, -0.056, 0.108], [-0.027, 0.103, -0.073], [0.023, -0.104, 0.115], [0.137, 0.066, -0.059], [-0.059, 0.108, 0.085], [0.006, -0.190, -0.014], [-0.120, -0.104, 0.033]], "lowdin_charge": [0.00, -0.25, -0.38, -0.08, -0.07, -0.19, 0.11, 0.09, 0.08, 0.08, 0.15, 0.09, 0.08, 0.07, 0.07, 0.16]}